C13H32Cl3GeO13P4Pd as an isolated structure, computed with ωB97M-V/def2-TZVPD.

Output
HOMO (alpha / beta) = -8.351 / -8.346 eV
calculated total energy = -175350.0060 eV
2S+1 = 2
energy above the lowest of the compared OMol25 structures with the same formula, charge and spin = 85.56 kcal/mol
gap between HOMO and LUMO (alpha / beta) = 4.62 / 5.12 eV

Cartesian coordinates (Å):
Pd 2.5760 0.1838 -0.2953
O 5.8752 -1.3048 -2.3609
P 5.0980 -0.3095 -1.4637
O 6.0017 0.7944 -0.9607
O 3.8481 0.2387 -2.0889
O 4.6955 -1.1425 -0.1476
P 3.8096 -2.5353 -0.4431
O 3.8174 -3.1416 1.0255
O 4.6095 -3.3361 -1.3957
O 2.4299 -2.0700 -0.7513
H 5.5382 -2.2259 -2.1821
H 4.6308 -3.6115 1.1997
C -0.5190 -2.8615 0.4197
C -0.8272 -2.2702 1.7834
C -1.9612 -2.9910 2.4985
O -1.2648 -0.8971 1.6112
P -0.2102 0.2894 1.6242
O 1.1859 -0.1405 1.4331
C -1.0034 1.4151 0.4316
P -0.7360 0.6836 -1.2243
O 0.5634 0.0276 -1.4498
O -1.0954 1.9164 -2.1559
C -0.4876 2.2033 -3.4360
C -0.4514 0.9767 -4.3323
C 0.9046 2.7927 -3.2779
O -1.8607 -0.4160 -1.4319
C -3.2687 -0.1419 -1.5021
C -3.9796 -0.9369 -0.4103
C -3.7724 -0.5432 -2.8841
O -0.2406 0.9519 3.0573
C -1.4204 1.3080 3.7862
C -1.4941 2.8256 3.8656
C -1.3070 0.6735 5.1666
H -0.2811 -3.9172 0.5100
H 0.3345 -2.3552 -0.0248
H -1.3727 -2.7348 -0.2399
H 0.0767 -2.2661 2.4034
H -2.8504 -2.9874 1.8738
H -2.1920 -2.4952 3.4372
H -1.6782 -4.0168 2.7102
H -0.5497 2.4023 0.4743
H -2.0666 1.4755 0.6544
H -1.1680 2.9634 -3.8434
H 0.1437 0.2030 -3.8529
H -0.0004 1.2436 -5.2845
H -1.4505 0.5906 -4.5130
H 1.6117 2.0169 -2.9845
H 0.9099 3.5728 -2.5224
H 1.2138 3.2208 -4.2279
H -3.4322 0.9324 -1.3503
H -3.9195 -2.0002 -0.6317
H -5.0278 -0.6473 -0.3675
H -3.5106 -0.7552 0.5534
H -3.3835 -1.5256 -3.1381
H -3.4467 0.1705 -3.6349
H -4.8579 -0.5774 -2.8833
H -2.3021 0.9048 3.2688
H -0.5843 3.2025 4.3229
H -2.3481 3.1253 4.4658
H -1.5846 3.2602 2.8740
H -0.4067 1.0298 5.6591
H -1.2375 -0.4071 5.0743
H -2.1744 0.9307 5.7681
Cl 4.1140 1.1165 1.4859
Ge 5.0233 2.3994 -0.2533
Cl 6.8339 3.0536 0.7339
Cl 1.8797 2.4657 -0.2257